Entry 1:
Below is a molecular structure, C20H28N4O4S3Y, with properties calculated with ωB97M-V/def2-TZVPD.

The geometry in ORCA input format:
```
! RIJCOSX wB97M-V def2-TZVPD def2/J DEFGRID3
* xyz 1 1
C 4.865 1.044 -0.048
H 4.954 -0.095 4.191
C -2.710 -2.096 3.499
C -1.899 4.298 -3.038
O 0.595 -1.278 -1.059
Y -0.107 0.323 0.456
C -4.044 -2.472 3.471
H 5.216 2.045 0.198
H 5.670 0.524 -0.566
H -1.550 4.069 -4.045
C -1.566 1.544 -2.477
H 1.353 -4.415 -2.064
O -1.156 0.276 -2.015
C 4.486 0.264 1.196
H -2.872 3.840 -2.863
H -0.718 5.125 -0.351
C -6.315 -2.143 2.551
C 1.812 -3.439 -2.221
H -0.334 -0.237 -3.851
C -0.193 4.884 -1.276
O 0.035 2.230 -0.836
H 2.904 -1.104 3.010
N -4.829 -4.430 4.961
C -4.925 -1.796 2.623
C -3.112 -0.374 1.848
C 0.515 -2.939 -4.255
H 3.728 -0.601 5.336
C -2.223 -1.062 2.703
H -2.028 -2.624 4.151
C 0.303 -1.551 -2.241
H 3.892 1.108 4.939
S -2.614 0.957 0.798
H 0.121 -3.955 -4.257
H 0.800 4.513 -1.037
C -4.480 -3.559 4.300
H -0.108 5.777 -1.889
H 1.408 -2.905 -4.878
H 5.317 0.197 1.902
H 2.094 -3.011 -1.267
H -2.630 1.675 -2.261
H -1.422 1.648 -3.556
N 0.860 -2.556 -2.892
S -0.494 -0.702 2.819
S 3.154 1.065 2.085
C -4.448 -0.765 1.828
H 4.022 1.127 -0.732
C -0.764 2.598 -1.724
H 2.691 -3.557 -2.853
C 3.937 0.100 4.530
H -2.026 5.373 -2.954
C 2.909 -0.095 3.426
H 4.143 -0.748 0.969
H 1.896 0.128 3.768
H -1.589 -1.327 -3.233
H -0.232 -2.280 -4.681
N -7.428 -2.418 2.495
O 1.947 0.869 1.166
C -0.745 -0.691 -2.944
H -5.140 -0.245 1.179
N -0.927 3.870 -2.032
*
```

The gap between HOMO and LUMO comes out at 7.20 eV. The total energy is -68892.0775 eV. The energy relative to the best compared isomer or geometry (same formula, charge and spin) is 0.180 eV. As for the HOMO energy: -9.799 eV.

***

Entry 2:
Below is a molecular structure, C5H10O at a distorted geometry, with properties calculated with ωB97M-V/def2-TZVPD.

The geometry in ORCA input format:
```
! RIJCOSX wB97M-V def2-TZVPD def2/J DEFGRID3
* xyz 0 1
H -1.691 -0.961 0.626
H 0.762 -0.839 1.220
C 1.026 -0.277 0.271
H -2.286 -0.078 -0.778
C -1.411 -0.573 -0.355
C 1.684 -1.277 -0.543
H 1.323 -1.554 -1.529
C -0.590 1.585 0.698
H -0.841 1.217 1.695
H -1.157 -1.418 -0.997
H -1.451 2.140 0.325
H 0.265 2.253 0.785
O 2.173 0.401 0.159
C -0.262 0.424 -0.238
H -0.025 0.826 -1.227
H 2.482 -1.869 -0.112
*
```

The gap between HOMO and LUMO comes out at 9.52 eV. The total energy is -7391.6581 eV. The energy relative to the best compared isomer or geometry (same formula, charge and spin) is 3.107 eV. As for the HOMO energy: -9.614 eV.

***

Entry 3:
Below is 3 unconnected molecules or ions with the total composition C3H12NO3 at a distorted geometry, with properties calculated with ωB97M-V/def2-TZVPD.

The geometry in ORCA input format:
```
! RIJCOSX wB97M-V def2-TZVPD def2/J DEFGRID3
* xyz -1 1
H -0.023 -0.344 2.076
O 0.918 -2.825 -0.696
C 1.142 0.458 0.338
H -2.026 1.987 -2.869
O 0.841 -0.787 0.602
C -1.417 2.085 -1.976
H -1.206 1.834 0.098
H -1.878 2.991 -1.531
H 0.011 -2.650 -0.554
H 0.386 0.110 -1.542
O -0.503 -0.549 2.997
H -1.784 0.292 -0.762
C -1.135 1.144 -0.681
H -0.998 -1.218 2.681
H -0.447 2.391 -2.294
N 0.333 0.870 -0.844
H 2.118 0.510 0.202
H 0.976 -1.991 -0.131
H 0.949 1.156 1.221
*
```

The gap between HOMO and LUMO comes out at 7.70 eV. The total energy is -10936.8425 eV. The energy relative to the best compared isomer or geometry (same formula, charge and spin) is 2.561 eV. As for the HOMO energy: -3.829 eV.